No. 1
DFT (ωB97M-V with the def2-TZVPD basis set) results for a structure of composition C20H10Cl5N2O4Zr.

For the total energy, the calculation gives -3526.5451 a.u. Its relative energy (zero: lowest compared OMol25 entry of this formula, charge and spin) is 11.0 kJ/mol. The lowest unoccupied orbital energy comes out at -0.16025 Ha. The net charge is +1.

```
42
Properties=species:S:1:pos:R:3:forces:R:3:lowdin_charge:R:1
Zr -0.473815 -0.122028 -0.526805 -0.82 0.12 -0.31 1.747
O 3.928039 0.169488 2.924878 -0.24 0.07 -0.18 0.082
C 2.832786 0.452832 3.652410 0.26 -0.09 -0.04 -0.255
C 3.026200 0.761676 4.996148 0.00 0.05 0.11 0.004
C 1.947547 1.064649 5.798184 -0.04 0.05 0.10 -0.049
C 0.640533 1.051050 5.297700 0.13 -0.02 0.01 -0.070
C 0.442791 0.711607 3.981893 -0.06 -0.03 0.05 -0.021
C 1.526416 0.415519 3.138758 -0.23 -0.18 -0.02 -0.093
C 1.259777 0.083573 1.751145 -0.29 -0.08 0.22 -0.365
O -0.003632 -0.215639 1.383039 1.09 0.33 0.71 -0.244
N 2.202671 0.116982 0.865370 0.27 -0.02 -0.74 0.074
N 1.690749 -0.088935 -0.438348 0.58 0.19 0.73 -0.125
C 2.549433 -0.259202 -1.384932 0.07 -0.06 -0.35 0.001
C 2.223951 -0.454708 -2.783840 0.45 0.09 0.34 -0.140
C 3.284534 -0.550269 -3.694407 0.18 0.03 -0.02 -0.013
C 3.045756 -0.703073 -5.044332 -0.04 0.00 0.02 -0.052
C 1.729038 -0.755976 -5.497164 0.01 -0.02 -0.05 -0.030
C 0.663681 -0.673028 -4.612581 -0.05 -0.06 -0.37 0.009
C 0.913499 -0.537311 -3.267260 -0.35 -0.09 0.52 -0.291
O -0.115931 -0.488369 -2.382407 0.76 0.04 -0.88 -0.276
H 3.657691 0.069371 1.989671 0.15 0.04 0.17 0.072
H 4.039549 0.764298 5.379492 -0.08 0.01 -0.03 0.128
H 2.120295 1.321979 6.836402 -0.01 -0.02 -0.04 0.115
H -0.198512 1.297923 5.935448 0.07 -0.03 -0.04 0.109
H -0.557594 0.676813 3.574421 -0.01 -0.01 -0.03 0.114
H 3.596586 -0.246930 -1.097127 0.10 -0.03 -0.06 0.147
H 4.301989 -0.495757 -3.319443 -0.08 0.00 -0.05 0.125
H 3.869397 -0.778292 -5.742338 -0.05 0.01 0.05 0.117
H 1.528640 -0.872502 -6.555390 0.01 0.02 0.05 0.121
H -0.361522 -0.718802 -4.954505 0.02 -0.02 -0.01 0.130
Cl -7.442086 -1.295694 -0.577308 -0.08 0.01 0.00 0.742
C -5.873274 -0.622053 -0.545611 -0.22 0.10 -0.01 -0.701
C -4.771013 -1.456944 -0.477481 0.08 -0.33 0.01 -0.696
Cl -4.939289 -3.165642 -0.420131 0.00 0.19 0.00 0.741
C -3.514688 -0.876945 -0.452980 0.17 -0.36 0.04 -0.484
Cl -2.112089 -1.988160 -0.316436 -0.92 -0.31 0.09 0.785
C -3.297097 0.493278 -0.503215 0.73 0.35 0.02 -0.405
O -2.046810 1.031420 -0.486501 -1.22 -0.20 0.03 -0.294
C -4.413470 1.313971 -0.563457 -0.15 0.34 -0.05 -0.610
Cl -4.162937 3.008163 -0.618328 -0.02 -0.08 0.00 0.779
C -5.690105 0.764359 -0.583718 -0.16 0.05 -0.01 -0.678
Cl -7.047690 1.797289 -0.658924 0.00 -0.03 0.00 0.751
```
Positions in Å, forces in eV/Å.

=====

No. 2
DFT (ωB97M-V with the def2-TZVPD basis set) results for a structure of composition C20H10ClCoF6N5OP.

The spin multiplicity is 3. For the total energy, the calculation gives -3900.8959 a.u. Its relative energy (zero: lowest compared OMol25 entry of this formula, charge and spin) is 0.0 kJ/mol. As for the expectation value of S²: 2.045. The lowest unoccupied orbital energy (alpha / beta) comes out at -0.09718 / -0.08923 Ha. The net charge is 0.

```
45
Properties=species:S:1:pos:R:3:forces:R:3:lowdin_charge:R:1
Co 0.777352 -0.438408 -0.630065 -0.07 0.15 0.10 0.757
Cl -4.582545 -4.943553 0.827539 0.00 0.00 0.00 0.679
C -3.227402 -4.023840 0.261426 -0.03 0.08 0.09 -0.663
C -2.472568 -4.509047 -0.823163 0.05 0.01 -0.04 -0.064
C -1.397881 -3.811907 -1.297165 -0.08 -0.01 0.07 0.028
C -1.013828 -2.585783 -0.704246 0.07 -0.10 -0.04 -0.277
O 0.032170 -1.996049 -1.198187 -0.02 0.25 0.09 -0.074
C -1.785861 -2.096595 0.379713 -0.03 0.04 0.03 -0.116
C -1.520393 -0.857112 1.002505 0.03 -0.02 -0.07 -0.007
N -0.575059 -0.029690 0.672029 -0.03 -0.07 0.05 0.040
C -0.376675 1.203485 1.345684 0.05 0.01 -0.06 -0.156
C -1.196736 1.805304 2.260768 0.05 0.01 -0.02 0.015
C -0.819981 3.043312 2.826426 0.00 0.00 0.00 -0.047
C 0.345457 3.665376 2.477703 0.00 0.01 0.00 -0.010
C 1.202129 3.073653 1.520447 -0.01 -0.01 -0.01 -0.129
C 2.423756 3.629312 1.071555 -0.02 -0.01 0.01 0.030
C 3.164042 2.975334 0.129647 -0.03 -0.05 -0.02 -0.003
C 2.696765 1.753550 -0.390818 0.04 0.06 0.00 -0.061
N 1.571929 1.223160 0.018810 -0.09 -0.26 -0.12 0.036
C 0.818688 1.848122 0.962963 -0.07 0.03 0.07 -0.126
C -2.895553 -2.843707 0.851732 0.01 -0.09 -0.08 -0.053
H -2.755509 -5.447516 -1.280558 0.00 0.00 0.00 0.115
H -0.811841 -4.181094 -2.126040 0.03 0.02 -0.01 0.131
H -2.178551 -0.583172 1.823150 0.00 0.02 0.00 0.136
H -2.136656 1.362432 2.558239 -0.01 -0.01 0.00 0.113
H -1.479892 3.502964 3.549034 0.00 0.00 0.00 0.114
H 0.619631 4.614860 2.918042 0.00 0.00 0.00 0.122
H 2.758487 4.573940 1.481054 0.00 0.00 0.00 0.129
H 4.101137 3.372021 -0.231024 0.00 0.01 0.00 0.119
H 3.249961 1.205567 -1.141317 0.00 0.00 0.01 0.133
H -3.477829 -2.464041 1.680962 -0.01 0.00 0.00 0.118
F 2.635991 -1.170194 -0.943796 0.01 0.04 -0.05 -0.222
P 3.209706 -1.998541 0.486868 -0.07 0.03 0.10 0.214
F 1.734367 -1.512092 1.124169 0.04 -0.07 -0.05 -0.181
F 2.490331 -3.301002 -0.062251 0.03 0.02 -0.01 -0.104
F 4.543038 -2.330766 -0.285757 -0.03 -0.02 0.02 -0.091
F 3.619214 -2.685398 1.842268 0.01 0.01 -0.05 -0.087
F 3.793681 -0.578127 0.952898 0.04 0.01 0.00 -0.130
N 0.333128 0.469635 -2.277047 0.11 -0.12 -0.09 0.144
C -0.558710 0.995572 -2.821824 0.05 0.06 0.09 -0.123
C -1.579745 1.645306 -3.448108 0.02 -0.09 0.03 -0.264
C -1.670977 3.054043 -3.305723 0.01 0.08 -0.02 -0.232
N -1.714620 4.197066 -3.169407 -0.01 0.00 0.02 0.135
C -2.549421 0.894733 -4.162877 -0.08 0.01 -0.05 -0.228
N -3.342728 0.278884 -4.726255 0.02 -0.01 0.00 0.140
```
Positions in Å, forces in eV/Å.

=====

No. 3
DFT (ωB97M-V with the def2-TZVPD basis set) results for an isolated molecule of C20H10ClN3O3S3.

As for the structure (SMILES): O=C1Nc2ccccc2/C1=C1\SC(=S)N(NC(=O)c2sc3ccccc3c2Cl)C1=O. For the total energy, the calculation gives -2812.7863 a.u. Its relative energy (zero: lowest compared OMol25 entry of this formula, charge and spin) is 224.5 kJ/mol. The lowest unoccupied orbital energy comes out at -0.07004 Ha. The net charge is 0.

```
40
Properties=species:S:1:pos:R:3:forces:R:3:lowdin_charge:R:1
O -2.420279 -2.752458 1.885073 1.49 1.99 -0.28 0.112
C -2.048438 -3.252196 0.846732 -2.34 -1.50 3.32 -0.367
N -2.948068 -4.262924 0.435432 1.75 -1.01 -2.35 0.131
C -2.176849 -5.202709 -0.274911 0.26 -1.04 0.03 -0.167
C -2.574745 -6.480694 -0.721276 1.34 -0.50 -0.34 0.003
C -1.642142 -7.283391 -1.448680 -2.06 2.16 1.57 -0.063
C -0.418703 -6.759473 -1.749373 0.56 0.29 0.76 -0.104
C 0.064386 -5.582782 -1.217665 -2.13 1.76 0.86 -0.009
C -0.801969 -4.760312 -0.437360 -1.09 -1.29 -0.49 -0.098
C -0.705964 -3.459737 0.216772 2.89 3.26 -1.90 -0.032
C 0.320528 -2.452698 0.025507 -1.18 -0.77 -0.60 -0.237
S 1.915608 -2.629865 -0.879892 -1.25 0.74 1.18 0.990
C 2.315015 -0.902998 -0.653071 2.78 1.74 -0.37 -1.027
S 3.855834 -0.238612 -0.870749 -2.45 -1.37 0.02 0.653
N 1.216857 -0.152870 -0.236916 0.87 0.99 0.00 -0.077
N 1.262482 1.295188 0.034433 1.41 -3.35 1.33 0.142
C 1.678420 1.665659 1.324513 4.11 -1.47 0.92 -0.451
O 2.589047 1.086810 1.964574 -2.99 0.51 -1.62 0.034
C 1.257563 2.969893 1.747254 -1.13 3.18 2.54 -0.398
S 0.241763 3.992745 0.790857 0.12 -1.65 -2.86 1.134
C 0.036552 5.222218 1.864675 0.74 -1.08 2.36 -0.534
C -0.835295 6.266929 1.693699 0.90 -0.01 -0.29 -0.113
C -0.981563 7.058684 2.792375 -1.25 1.56 2.10 -0.076
C -0.439512 6.767283 4.127333 1.09 -2.42 -1.34 -0.020
C 0.431685 5.610491 4.266561 -1.45 2.68 -1.18 -0.015
C 0.669011 4.886928 3.094125 0.20 -0.49 -0.27 -0.275
C 1.394461 3.640392 2.995026 -0.32 -1.34 -1.55 -0.597
Cl 2.135367 2.932567 4.363647 0.11 0.15 -0.04 0.773
C 0.188100 -0.931921 0.199824 -7.18 1.55 2.56 -0.355
O -0.905051 -0.365088 0.622399 4.69 -2.56 -1.61 0.038
H -3.684052 -4.565891 1.071798 0.48 0.46 -0.20 0.165
H -3.491014 -7.029015 -0.495619 -0.15 0.96 0.15 0.107
H -2.045212 -8.235653 -1.687779 0.40 -0.82 -0.62 0.096
H 0.296290 -7.294185 -2.266255 1.14 -1.33 -1.31 0.082
H 1.011240 -5.213759 -1.510569 1.00 0.06 -0.01 0.068
H 0.582968 1.909100 -0.333828 -1.37 -0.42 -1.09 0.072
H -1.220919 6.331481 0.675134 -0.46 0.81 0.56 0.119
H -1.655922 7.942771 2.684098 0.64 -0.77 0.35 0.114
H -0.754610 7.300983 5.028540 0.22 0.14 -0.64 0.095
H 0.983637 5.308254 5.143640 -0.41 0.20 0.38 0.087
```
Positions in Å, forces in eV/Å.

=====

No. 4
DFT (ωB97M-V with the def2-TZVPD basis set) results for a structure of composition C20H12BCl3F4N5O2RhS2Si.

For the total energy, the calculation gives -4195.4774 a.u. Its relative energy (zero: lowest compared OMol25 entry of this formula, charge and spin) is 10.1 kJ/mol. The lowest unoccupied orbital energy comes out at 0.15138 Ha. The net charge is -2.

```
51
Properties=species:S:1:pos:R:3:forces:R:3:lowdin_charge:R:1
Rh 0.272459 -0.169957 0.191082 0.37 -0.31 -0.24 0.434
S 1.675507 1.170102 1.403752 0.06 0.05 0.03 0.636
C 0.693371 1.622965 2.758758 -0.02 -0.04 -0.02 -0.753
C 1.310967 2.418369 3.776249 -0.03 -0.01 0.01 -0.285
N 1.819340 3.075138 4.574149 0.02 -0.01 0.00 0.133
C -0.601271 1.242678 2.859954 -0.04 0.04 -0.02 -0.717
S -1.394594 0.304089 1.616367 -0.20 -0.11 0.18 0.627
C -1.401936 1.591290 3.991662 0.01 0.00 0.00 -0.288
N -2.074214 1.859913 4.888026 0.00 0.01 -0.01 0.132
C 3.390517 -3.900685 -5.188758 0.03 -0.04 0.11 -0.077
O 2.408749 -4.219392 -6.164430 -0.14 0.02 -0.08 -0.096
C 1.347605 -3.361231 -6.251311 0.04 -0.06 -0.03 -0.278
C 0.292911 -3.748183 -7.075467 0.00 -0.03 -0.01 -0.024
C -0.835308 -2.954396 -7.170381 -0.03 -0.03 0.12 -0.051
C -0.952888 -1.773398 -6.433528 -0.09 -0.42 0.30 -0.310
C 0.138332 -1.370831 -5.663469 0.13 0.09 -0.30 -0.014
C 1.278195 -2.151873 -5.571682 0.08 0.10 -0.16 0.010
N -2.182204 -1.075194 -6.597879 0.65 0.82 -0.63 0.022
N -2.510786 -0.088002 -5.885930 -0.88 -0.78 0.31 0.035
C -2.096208 0.144454 -4.575480 0.34 0.40 0.12 -0.274
C -2.105082 1.492541 -4.215904 0.11 -0.12 -0.12 -0.037
C -1.559058 1.972822 -3.044008 0.00 -0.03 0.10 -0.016
C -1.008524 1.091733 -2.093420 -0.15 0.00 0.02 -0.368
O -0.434964 1.475371 -1.033766 0.20 0.11 -0.15 -0.153
C -1.181915 -0.336800 -2.357222 -0.04 0.06 0.00 -0.122
N -0.801285 -1.177649 -1.353944 -0.05 0.12 -0.03 0.018
C -0.882563 -2.479273 -1.538438 -0.04 0.01 0.10 -0.127
C -1.391288 -3.031122 -2.715186 -0.03 -0.02 -0.03 -0.021
C -1.808952 -2.207172 -3.721886 -0.13 -0.02 0.11 -0.001
C -1.694235 -0.808086 -3.581406 -0.23 0.01 0.05 -0.114
H 4.061802 -4.755797 -5.147327 0.02 -0.01 -0.04 0.084
H 2.943818 -3.730660 -4.206925 0.05 -0.02 -0.11 0.082
H 3.956284 -3.009069 -5.472096 0.00 0.01 0.01 0.099
H 0.368735 -4.680452 -7.621619 0.01 0.00 0.00 0.105
H -1.665654 -3.248656 -7.800870 -0.01 0.01 0.00 0.098
H 0.121787 -0.446654 -5.106687 0.10 -0.09 -0.09 0.106
H 2.073359 -1.813063 -4.924273 -0.09 -0.07 -0.17 0.089
H -2.497609 2.181104 -4.956170 0.00 0.01 0.00 0.103
H -1.508473 3.033411 -2.838045 -0.02 0.00 0.02 0.105
H -0.575333 -3.116079 -0.723143 0.07 0.00 -0.03 0.033
H -1.443790 -4.106713 -2.813219 -0.03 0.00 0.01 0.108
H -2.235620 -2.628036 -4.619249 -0.01 0.00 0.01 0.110
Cl 1.432749 -1.661476 3.454247 -0.01 -0.04 0.00 0.204
Si 0.737421 -1.954459 1.512587 -0.12 0.18 0.18 -0.717
Cl -0.933153 -3.199399 1.866117 0.03 -0.07 -0.01 0.158
Cl 2.101947 -3.317825 0.715375 0.04 0.04 -0.05 0.205
F 1.559061 -0.071004 -3.394295 0.07 0.02 0.13 0.138
B 2.432863 -0.760272 -2.547451 -0.01 0.13 0.10 -1.235
F 2.401461 -2.131951 -2.833667 0.01 0.07 0.27 0.098
F 3.723380 -0.262365 -2.650309 -0.03 -0.05 0.01 0.133
F 1.981655 -0.582600 -1.177064 0.03 0.08 0.03 -0.026
```
Positions in Å, forces in eV/Å.